Density functional theory data (the ωB97M-V functional and the def2-TZVPD basis) for one molecule with the formula C3H7N3O2S.

```
! wB97M-V def2-TZVPD RIJCOSX def2/J DEFGRID3
* xyz 0 1
C -0.41 -1.40 -0.12
C 0.47 -0.43 -0.06
C 0.76 1.91 -0.35
N -0.44 -2.61 0.61
N -0.24 -2.53 2.06
N -1.40 -1.40 -1.12
O 2.17 -2.66 1.01
O 0.51 0.57 -0.91
S 0.92 -3.44 1.10
H 1.18 -0.51 0.70
H 0.83 2.59 -1.12
H 1.63 1.99 0.30
H 0.07 2.01 0.40
H -1.05 -2.88 2.64
H -1.75 -0.56 -1.42
H -2.13 -2.17 -0.99
*
```

- Largest force on an atom: 4.852 eV Å⁻¹
- Relative energy (zero: lowest compared OMol25 entry of this formula, charge and spin): 2.925 eV
- LUMO level: 0.553 eV

Now the Löwdin charges, all in e:
1 C -0.39
2 C -0.20
3 C -0.01
4 N -0.32
5 N -0.17
6 N 0.10
7 O -0.47
8 O -0.09
9 S 0.97
10 H 0.09
11 H 0.07
12 H 0.09
13 H 0.06
14 H 0.10
15 H 0.04
16 H 0.13

=====

Density functional theory data (the ωB97M-V functional and the def2-TZVPD basis) for one molecule with the formula C3H7N3O3.

```
! wB97M-V def2-TZVPD RIJCOSX def2/J DEFGRID3
* xyz 0 1
C 1.03 -2.39 0.80
N 0.10 -1.57 0.09
C -0.39 -0.25 0.62
O -0.66 -0.12 1.80
N -0.52 0.58 -0.47
N 0.35 0.45 -1.61
C -0.90 2.07 -0.19
O -0.57 2.94 -0.98
O -1.62 2.38 0.90
H 0.86 -3.44 0.53
H 0.93 -2.25 1.88
H 2.05 -2.11 0.50
H 0.11 -1.63 -0.93
H 1.16 1.05 -1.41
H -0.12 0.95 -2.36
H -1.80 3.34 0.84
*
```

- SMILES: CNC(=O)N(N)C(=O)O
- Largest force on an atom: 5.722 eV Å⁻¹
- Relative energy (zero: lowest compared OMol25 entry of this formula, charge and spin): 2.069 eV
- LUMO level: 0.548 eV

Now the Löwdin charges, all in e:
1 C -0.12
2 N -0.03
3 C -0.46
4 O 0.10
5 N -0.02
6 N 0.08
7 C -0.42
8 O 0.07
9 O 0.13
10 H 0.08
11 H 0.08
12 H 0.08
13 H 0.09
14 H 0.10
15 H 0.10
16 H 0.14

=====

Density functional theory data (the ωB97M-V functional and the def2-TZVPD basis) for one molecule with the formula C3H7N3OS.

```
! wB97M-V def2-TZVPD RIJCOSX def2/J DEFGRID3
* xyz 0 1
H -0.35 2.68 0.24
N 0.49 2.14 0.28
C 0.21 0.99 -0.21
C -1.17 0.70 -0.79
N -2.13 0.10 -0.22
O -1.76 -0.28 1.07
N 1.13 -0.08 -0.29
C 0.65 -1.45 -0.34
S 2.75 0.20 0.18
H -1.38 1.03 -1.85
H -2.51 -0.76 1.48
H 0.58 -1.92 0.62
H 1.35 -2.00 -0.97
H -0.35 -1.50 -0.72
H 2.49 0.15 1.52
*
```

- SMILES: [H]/N=C(\C=N/O)N(C)S
- Largest force on an atom: 1.812 eV Å⁻¹
- Relative energy (zero: lowest compared OMol25 entry of this formula, charge and spin): 3.457 eV
- LUMO level: 0.644 eV

Now the Löwdin charges, all in e:
1 H 0.04
2 N 0.13
3 C -0.46
4 C -0.12
5 N -0.01
6 O -0.07
7 N -0.52
8 C -0.14
9 S 0.80
10 H 0.14
11 H 0.12
12 H 0.07
13 H 0.08
14 H 0.06
15 H -0.11

=====

Density functional theory data (the ωB97M-V functional and the def2-TZVPD basis) for one molecule with the formula C3H7N3OS.

```
! wB97M-V def2-TZVPD RIJCOSX def2/J DEFGRID3
* xyz 0 1
C 2.30 -0.57 0.22
N 1.02 -0.24 0.07
C 0.54 0.94 -0.19
N -0.77 1.39 -0.33
O -1.66 0.85 0.66
C -2.37 -0.06 -0.01
N -1.40 -1.15 -0.26
S -4.02 -0.11 0.04
H 2.60 -0.08 1.40
H 3.07 -0.11 -0.67
H 2.33 -1.70 0.14
H 1.06 1.72 -0.82
H -0.67 2.42 -0.07
H -0.42 -1.19 0.26
H -1.60 -2.12 -0.45
*
```

- SMILES: C/N=C/NOC(N)=S
- Largest force on an atom: 6.549 eV Å⁻¹
- Relative energy (zero: lowest compared OMol25 entry of this formula, charge and spin): 5.834 eV
- LUMO level: 0.222 eV

Now the Löwdin charges, all in e:
1 C -0.21
2 N -0.13
3 C -0.18
4 N 0.02
5 O -0.14
6 C -0.92
7 N 0.05
8 S 0.65
9 H 0.16
10 H 0.13
11 H 0.08
12 H 0.15
13 H 0.16
14 H 0.10
15 H 0.07

=====

no.,HOMO level (eV),total energy (eV),M (u)
1,-7.67,-22620.3557,149.2
2,-9.05,-13836.5496,133.1
3,-9.21,-20574.7270,133.2
4,-8.56,-20572.3501,133.2